C24H69Cu3N3O13P | ωB97M-V/def2-TZVPD

As for the total energy: -200304.1620 eV. The HOMO-LUMO gap comes out at 0.310 hartree. As for the HOMO energy: -8.89 eV. The energy above the lowest of the compared OMol25 structures with the same formula, charge and spin comes out at 0.000 eV.

Last column: Mulliken charge in e.
Positions of all 113 atoms, in Å:
Cu -1.503 0.862 1.673  0.23
Cu 2.796 1.902 0.088  0.22
Cu 1.685 -1.264 -1.813  -0.12
P 0.753 0.096 0.333  -0.89
O 2.229 -0.320 0.043  -0.74
O 0.059 -0.906 1.254  1.51
O 0.023 0.094 -1.027  3.49
O 0.695 1.465 1.049  0.65
C 2.322 3.218 -3.946  -1.68
C 1.263 2.330 -3.313  0.97
O 1.527 2.242 -1.934  -0.43
H 2.264 3.351 -5.026  0.40
H 3.301 2.759 -3.771  0.36
H 2.357 4.198 -3.467  0.37
H 1.259 1.347 -3.800  -0.17
H 0.274 2.735 -3.560  -0.14
H 0.861 1.588 -1.624  -0.44
C -2.748 -1.390 5.057  -1.50
C -2.097 -1.608 3.692  0.07
O -1.057 -0.639 3.483  -0.37
H -2.049 -1.503 5.882  0.32
H -3.525 -2.155 5.143  0.43
H -3.282 -0.442 5.119  0.31
H -2.829 -1.404 2.905  0.14
H -1.721 -2.632 3.660  0.30
H -0.607 -0.875 2.640  0.00
C 5.839 -3.510 -0.608  -1.37
C 4.519 -2.826 -0.324  0.52
O 4.651 -1.769 0.622  -0.55
H 6.482 -3.669 0.259  0.34
H 6.471 -2.954 -1.300  0.31
H 5.601 -4.508 -0.978  0.36
H 3.751 -3.490 0.091  0.18
H 3.989 -2.451 -1.228  -0.12
H 3.794 -1.328 0.724  0.10
C 4.323 0.391 3.758  -1.52
C 2.859 0.617 3.488  0.57
O 2.674 1.750 2.650  -0.68
H 4.953 0.425 2.867  0.29
H 4.665 -0.424 4.391  0.34
H 4.627 1.298 4.301  0.38
H 2.287 0.737 4.415  0.26
H 2.423 -0.235 2.947  -0.29
H 1.839 1.572 2.168  0.02
C 1.664 -3.026 4.114  -1.02
C 1.953 -3.392 2.642  0.47
O 0.738 -3.412 1.912  -0.63
H 1.111 -3.839 4.586  0.36
H 1.073 -2.117 4.210  -0.02
H 2.644 -2.928 4.590  0.39
H 2.429 -4.373 2.644  0.44
H 2.611 -2.632 2.211  -0.35
H 0.542 -2.503 1.597  -0.20
C -2.047 3.587 -1.568  -1.24
C -2.486 2.237 -2.086  0.64
O -2.357 1.200 -1.125  -0.60
H -2.181 4.319 -2.373  0.52
H -0.997 3.654 -1.277  0.11
H -2.670 3.957 -0.753  0.32
H -1.912 1.925 -2.968  -0.62
H -3.539 2.214 -2.378  0.53
H -1.472 0.792 -1.174  -0.41
C -0.875 2.568 4.231  -1.38
C -0.919 3.755 3.299  0.37
C 0.367 4.576 3.429  -0.62
O 0.161 5.835 2.832  -0.33
C 1.161 6.781 3.064  -0.76
N -1.113 3.358 1.905  -0.39
H -1.666 1.848 3.999  0.17
H -0.918 2.902 5.266  0.59
H -0.008 1.921 4.064  -0.03
H -1.703 4.461 3.582  0.41
H 1.215 4.016 3.017  0.23
H 0.598 4.733 4.493  0.50
H 0.883 7.783 2.746  0.26
H 2.144 6.542 2.641  0.27
H 1.349 6.828 4.146  0.31
H -0.347 2.821 1.510  0.07
H -1.058 4.188 1.318  0.35
C -3.192 -2.315 -2.461  -1.58
C -2.871 -2.459 -0.964  1.34
C -3.395 -3.749 -0.337  -0.75
O -4.812 -3.738 -0.367  -0.34
C -5.420 -4.946 0.054  -0.76
N -1.417 -2.428 -0.833  -0.51
H -3.047 -1.301 -2.835  0.05
H -4.277 -2.454 -2.520  0.57
H -2.652 -3.085 -3.011  0.23
H -3.341 -1.609 -0.450  0.11
H -3.075 -3.839 0.708  0.37
H -3.013 -4.638 -0.852  0.39
H -5.361 -5.719 -0.717  0.29
H -6.460 -4.683 0.237  0.24
H -4.929 -5.276 0.974  0.31
H -1.166 -2.339 0.148  0.14
H -1.084 -1.520 -1.132  -0.41
C -0.072 -2.481 -5.821  -1.66
C 0.056 -1.120 -5.171  0.26
C -1.032 -0.182 -5.645  -0.53
O -0.704 1.170 -5.408  -0.22
C -1.738 2.048 -5.793  -0.93
N 0.065 -1.301 -3.696  -0.47
H 0.716 -3.153 -5.480  0.38
H 0.003 -2.415 -6.905  0.46
H -1.017 -2.955 -5.541  0.33
H 1.040 -0.689 -5.376  0.42
H -1.983 -0.421 -5.150  0.21
H -1.190 -0.372 -6.714  0.46
H -2.685 1.700 -5.357  0.40
H -1.827 2.124 -6.878  0.32
H -1.593 3.007 -5.296  0.26
H -0.059 -0.391 -3.247  -0.35
H -0.840 -1.722 -3.491  -0.15

Force components x, y, z for each atom (eV/Å):
0.093 0.512 0.154
-0.367 -0.459 0.062
-0.533 0.089 -0.117
-0.290 -1.102 0.631
0.141 0.364 -0.526
-0.154 -0.008 -0.320
0.515 0.668 -0.581
0.424 0.007 -0.966
0.736 -0.264 0.274
0.377 0.581 -1.598
-0.475 -0.315 0.604
-0.459 -0.085 0.028
0.017 0.027 0.057
-0.195 0.024 -0.028
0.242 -0.052 0.209
-0.068 0.097 0.563
0.137 0.060 0.312
-0.466 -0.307 -0.618
-0.163 0.970 0.553
-0.491 0.068 0.250
0.085 0.080 -0.054
0.064 -0.073 0.221
0.294 0.174 0.027
-0.270 -0.658 0.033
0.184 0.057 -0.358
0.521 -0.208 0.210
-0.065 -0.128 -0.039
-1.293 0.527 0.835
0.607 0.129 -0.182
-0.465 0.175 0.386
-0.232 -0.058 -0.270
0.243 0.065 -0.378
0.424 -0.588 -0.002
0.688 0.025 -0.187
-0.017 -0.008 -0.217
0.912 1.673 0.478
-0.298 -1.346 -0.524
0.511 0.446 -0.138
-0.353 -0.349 -0.261
-0.645 -0.348 -0.114
0.194 -0.088 0.064
0.135 0.048 0.021
0.031 -0.142 0.260
-0.219 0.317 0.193
0.602 -0.474 -0.548
-1.018 0.966 0.868
0.025 -0.407 -0.389
0.026 0.000 0.051
0.147 0.150 -0.077
-0.208 0.165 0.378
-0.026 -0.015 -0.423
0.308 -0.206 -0.004
0.216 -0.387 0.219
-0.279 0.772 -0.565
0.199 -0.819 0.272
-0.380 -0.129 0.565
0.055 0.004 -0.039
0.017 -0.366 0.060
0.024 -0.316 0.160
0.058 0.319 -0.105
0.023 0.385 -0.021
0.122 0.084 -0.005
-0.068 -0.613 -0.454
1.040 0.546 -0.307
0.064 -0.038 0.877
-0.368 0.094 -0.964
0.841 -0.071 1.182
-0.608 -0.141 -0.515
-0.455 0.382 0.329
-0.021 -0.256 0.068
0.397 0.442 0.150
-0.305 -0.298 -0.065
0.066 0.117 -0.268
-0.024 -0.017 0.081
-0.392 -0.200 -0.268
-0.174 -0.243 -0.391
-0.043 0.178 0.045
0.444 -0.096 0.592
-0.656 0.093 0.095
-1.239 -0.321 1.063
0.416 0.285 -0.480
-0.381 -0.109 -0.130
-0.070 0.198 -0.305
0.383 0.762 -0.002
0.173 0.058 0.563
0.522 0.008 0.072
0.096 -0.306 -0.449
-0.051 0.090 -0.248
-0.136 -0.085 0.087
0.225 0.163 0.041
0.129 0.076 -0.219
0.082 -0.094 0.030
-0.051 -0.271 0.108
-0.218 -0.286 0.062
-0.023 -0.522 0.133
-0.124 0.090 -0.446
0.146 -0.240 0.012
0.894 0.105 0.709
-0.198 -0.084 -0.375
0.260 -0.120 0.104
-0.525 -0.227 0.776
-0.371 0.508 0.399
0.047 0.095 0.073
-0.140 0.013 -0.002
-0.090 0.068 -0.141
-0.148 0.085 -0.485
-0.029 -0.094 0.105
0.004 0.225 -0.122
-0.120 -0.155 -0.331
0.020 0.153 -0.009
0.432 0.124 -0.403
0.109 0.156 -0.204
0.271 -0.551 0.480

C39H40N6O5PS3Y | ωB97M-V/def2-TZVPD

As for the total energy: -103110.8293 eV. The HOMO-LUMO gap comes out at 0.176 hartree. As for the HOMO energy: -4.55 eV. The energy above the lowest of the compared OMol25 structures with the same formula, charge and spin comes out at 1.366 eV.

Last column: Mulliken charge in e.
Positions of all 95 atoms, in Å:
Y 0.344 -0.262 0.411  -0.44
S 1.280 -7.741 3.043  0.05
N 0.220 -6.577 3.425  -0.73
C 0.599 -5.487 2.781  1.27
C -0.085 -4.208 2.825  -0.41
C -1.233 -4.032 3.524  -0.83
C -1.847 -2.749 3.548  -1.54
C -1.262 -1.766 2.803  -0.69
N -0.141 -1.874 2.063  1.52
C 0.543 -3.105 2.094  0.22
C 1.727 -3.280 1.424  -0.39
N 2.418 -2.191 0.798  1.00
C 3.363 -2.445 -0.171  -0.34
C 3.787 -3.682 -0.494  -1.17
C 3.289 -4.798 0.274  -0.38
C 2.329 -4.591 1.201  0.14
C 1.772 -5.676 1.996  0.45
N 2.257 -6.901 2.060  -0.71
H -1.661 -4.869 4.061  0.52
H -2.743 -2.556 4.120  0.45
H -1.705 -0.775 2.800  0.67
H 3.755 -1.555 -0.646  0.34
H 4.521 -3.816 -1.274  0.42
H 3.686 -5.792 0.126  0.52
C 0.317 -3.034 -1.662  -0.73
O -0.519 -2.251 -0.796  0.58
C -1.845 -2.190 -1.295  -0.54
C -2.743 -1.681 -0.202  -0.93
O -2.260 -0.394 0.177  0.93
C -3.220 0.353 0.915  -1.25
H -0.101 -4.040 -1.737  0.28
H 1.307 -3.081 -1.230  0.09
H 0.374 -2.571 -2.650  0.31
H -2.173 -3.185 -1.609  0.49
H -1.884 -1.524 -2.163  0.06
H -2.730 -2.346 0.667  0.21
H -3.766 -1.591 -0.582  0.67
H -4.095 0.545 0.288  0.32
H -2.761 1.303 1.186  0.26
H -3.525 -0.180 1.817  0.35
O 1.716 1.677 -0.394  -0.51
S 2.197 0.960 -1.596  1.34
O 3.616 0.879 -1.755  -0.75
O 1.478 -0.344 -1.596  -0.28
C 1.530 1.797 -3.022  -0.16
C 2.414 2.009 -4.070  -0.66
C 1.959 2.538 -5.270  -0.79
C 0.617 2.837 -5.419  -0.85
C -0.258 2.638 -4.360  -0.23
C 0.177 2.133 -3.138  -0.27
P -0.983 2.021 -1.706  1.74
C -2.580 1.666 -2.505  0.53
C -2.672 0.671 -3.478  -0.83
C -3.906 0.271 -3.967  -0.78
C -5.070 0.852 -3.483  -0.58
C -4.990 1.840 -2.512  -0.63
C -3.754 2.244 -2.026  -1.00
C -1.108 3.784 -1.252  0.02
C -0.624 4.175 -0.010  -0.06
C -0.673 5.512 0.372  -0.83
C -1.207 6.461 -0.482  -0.57
C -1.701 6.076 -1.725  -0.83
C -1.650 4.748 -2.106  -0.06
H 3.453 1.742 -3.936  0.62
H 2.655 2.699 -6.083  0.40
H 0.243 3.230 -6.356  0.44
H -1.305 2.874 -4.496  0.37
H -1.772 0.210 -3.872  0.60
H -3.958 -0.496 -4.730  0.46
H -6.033 0.541 -3.867  0.41
H -5.890 2.305 -2.129  0.44
H -3.709 3.017 -1.269  0.49
H -0.212 3.441 0.670  0.03
H -0.293 5.801 1.344  0.48
H -1.245 7.501 -0.182  0.39
H -2.125 6.814 -2.394  0.42
H -2.047 4.460 -3.070  0.28
C 2.417 -0.845 1.410  -0.78
H 3.337 -0.352 1.074  0.48
H 2.515 -0.969 2.501  0.09
C 1.075 0.093 5.054  -0.73
N 1.820 0.957 4.167  0.22
C 3.271 1.091 4.282  -0.53
C 3.652 1.890 3.022  -0.53
N 2.350 2.196 2.436  0.09
C 1.363 1.553 3.073  0.13
S -0.274 1.579 2.573  -0.63
H 1.541 -0.894 5.068  0.31
H 0.061 -0.010 4.677  0.16
H 1.060 0.505 6.064  0.30
H 3.728 0.101 4.300  0.33
H 3.531 1.615 5.204  0.41
H 4.253 1.296 2.333  0.22
H 4.189 2.805 3.267  0.41
H 2.234 2.405 1.453  0.23

Force components x, y, z for each atom (eV/Å):
-0.202 -0.563 0.454
0.036 -0.129 0.069
0.002 0.022 -0.056
-0.079 -0.067 0.097
0.012 0.025 0.010
0.050 0.091 -0.054
-0.051 -0.043 -0.013
0.102 0.155 0.107
-0.063 -0.063 0.042
0.082 -0.057 -0.064
0.065 -0.071 0.057
-0.453 0.366 -0.238
0.175 -0.123 -0.035
-0.056 0.154 0.084
0.006 -0.012 0.003
-0.048 0.038 0.005
0.094 -0.097 -0.009
-0.053 0.038 -0.028
0.022 -0.027 -0.007
0.010 0.033 -0.011
-0.018 -0.013 0.020
0.023 -0.035 -0.060
0.003 0.019 -0.007
-0.025 -0.016 0.025
-0.067 -0.008 -0.031
0.076 -0.040 -0.313
-0.082 -0.018 0.120
0.025 0.027 -0.027
0.086 0.066 0.132
-0.032 0.088 -0.110
0.003 -0.002 0.002
0.029 0.018 0.026
-0.016 -0.007 0.001
0.002 -0.033 0.050
-0.015 0.020 -0.043
-0.001 -0.015 -0.009
0.005 0.019 -0.014
-0.002 -0.016 0.010
0.004 -0.013 0.010
0.016 -0.015 0.009
0.118 0.209 -0.042
-0.412 0.088 -0.156
-0.016 0.004 0.056
0.248 0.093 -0.226
0.144 -0.012 0.000
0.035 0.000 -0.071
0.086 -0.036 0.055
-0.062 -0.007 0.034
0.029 0.038 -0.057
-0.079 0.022 -0.011
0.326 -0.255 0.204
-0.050 0.020 -0.015
-0.049 -0.012 -0.068
0.022 -0.016 -0.004
-0.026 -0.003 -0.011
0.023 0.030 0.036
-0.058 -0.059 -0.035
-0.099 0.079 -0.069
0.045 0.095 0.040
0.032 -0.041 0.038
-0.020 0.032 -0.023
0.013 0.008 0.018
0.005 0.008 0.058
-0.018 0.006 -0.009
-0.013 0.002 -0.003
0.007 0.006 0.003
-0.016 0.015 0.011
0.022 0.023 0.026
-0.004 0.005 0.007
0.003 0.005 0.007
-0.009 -0.018 -0.022
0.026 0.011 0.009
-0.019 -0.023 -0.044
-0.007 0.010 -0.010
-0.003 -0.008 -0.009
0.004 -0.003 0.009
-0.008 -0.024 -0.040
0.171 0.108 0.491
-0.032 -0.018 -0.064
-0.063 -0.089 -0.126
0.033 -0.019 -0.067
0.087 0.007 0.016
-0.024 -0.015 -0.014
0.010 -0.035 -0.038
0.017 0.079 0.049
-0.252 -0.001 -0.026
0.125 0.020 -0.171
-0.009 -0.015 0.005
-0.019 0.013 0.024
-0.009 -0.013 0.006
0.019 0.006 0.020
-0.010 0.001 0.007
-0.002 0.014 0.004
0.016 0.004 -0.012
0.058 -0.034 0.006